Version w
# C41H62BN9O

10 unconnected molecules or ions with the total composition C41H62BN9O (ωB97M-V/def2-TZVPD, OMol25).

The geometry in XYZ format:
```
114
C41H62BN9O (ωB97M-V/def2-TZVPD)
O -0.8448 -0.3872 -5.5816
N 2.6139 0.7519 -0.2319
N -1.6779 0.2705 -4.9186
N -3.2079 -3.9961 -0.9749
N -0.4161 -2.9555 2.2240
N -1.6140 3.4690 3.7380
N 2.9985 3.1337 1.0531
N 2.1978 -2.4376 4.1308
N -2.3584 2.1028 1.4342
N 4.0448 -4.9461 0.2365
C 4.9164 1.4265 -0.3382
C -1.5788 1.8382 -6.8339
C 2.5853 -5.0160 -1.6604
C 1.7391 4.5572 2.2247
C 4.2463 1.9405 -1.5101
C 4.4163 -2.5199 4.9177
C 0.3372 -4.2414 2.0263
C 2.8163 5.2544 1.6991
C 3.8566 0.7873 0.4999
C -2.1551 -4.7137 -3.0208
C -3.4426 -4.5171 -2.2310
C -1.7755 0.0999 -3.3715
C 3.7603 4.3139 1.0860
C -4.0618 3.5223 1.6321
C -1.7449 1.4936 -2.7383
C 2.5109 -3.5536 -0.8217
C -0.4163 -0.7220 -2.9451
C -2.7506 2.3383 -3.3109
C 3.5623 -5.7928 -0.7973
C -1.7721 3.3441 1.2289
C -1.7248 4.8066 4.1549
C -0.3691 3.5369 5.7825
C -3.6261 2.0693 1.8246
C -0.6107 4.9105 5.3242
C 2.8362 1.2574 -1.4901
C -3.7055 1.0347 -5.9696
C 2.7583 -1.2558 3.8574
C -3.0245 -0.8372 -3.1182
C -2.2769 1.4528 -5.4894
C -1.8709 -3.8625 -0.7990
C -1.0643 -4.1734 -2.1256
C 3.0777 -3.2889 4.8159
C -0.6495 -4.0661 4.1820
C -0.9829 -2.8030 3.3794
C -0.9118 2.6700 4.6240
C -2.2720 2.6761 -4.6059
C 3.5070 -3.6942 0.3339
C 0.1190 -5.0353 3.3101
C -2.8127 4.3985 1.4688
C 1.8261 3.1120 1.8100
C 4.2942 -1.1612 4.3123
B -0.1857 -0.4299 1.0910
H -2.0751 5.6117 3.6263
H 3.0266 -4.1591 5.3597
H 4.7605 4.5712 0.4046
H -0.7540 1.9178 -2.7500
H 0.6834 -4.2347 1.0481
H -1.4725 3.0548 -4.6692
H -3.0251 -1.2452 -2.2008
H -2.1531 -5.1317 -3.9996
H 4.8559 -5.2497 0.6838
H -1.2839 -1.0409 1.1031
H 0.4110 -0.1123 -3.4117
H -3.0696 -1.9064 -3.7316
H -1.9922 2.9796 2.8839
H 3.0471 6.1466 1.5940
H 1.3444 -2.8886 3.9681
H 0.8166 5.0796 2.6076
H -0.1847 0.4179 0.2795
H 4.5316 2.5500 -2.3847
H -1.6391 -1.9200 3.7670
H 0.7455 -6.0537 3.3188
H -2.6801 5.5882 1.2767
H 0.1300 0.0861 2.1364
H 3.1924 2.3465 0.2426
H 3.9363 -2.8777 1.0241
H -2.5045 3.3292 -2.6562
H -1.0625 1.5453 4.4479
H 1.3270 2.3479 1.9921
H -0.3120 -1.6911 -3.3481
H -0.7892 2.2956 -6.5999
H -1.7952 1.2844 1.6429
H -5.0505 3.9718 1.7802
H -2.0973 2.5986 -7.5602
H -2.9358 3.4899 -5.0249
H -1.2889 -4.3472 5.0541
H -1.1973 0.9972 -7.4628
H -0.6550 -0.7414 -1.8916
H 3.8897 -6.6826 -0.8465
H 5.0166 -0.1741 4.3492
H -4.1502 1.7453 -6.7131
H 0.0271 -3.9776 -2.3587
H 1.9787 1.4791 -2.1867
H 3.7650 0.2676 1.4591
H -1.4803 -3.4000 0.1524
H -0.0486 5.7461 5.8724
H -3.5982 0.1156 -6.4957
H -3.9965 -4.0775 -0.4277
H 1.9980 -5.1461 -2.4576
H -1.9192 1.3334 -1.6888
H -4.4062 0.9573 -5.0347
H 1.6763 -2.7752 -1.0761
H 0.2297 3.0507 6.5537
H 2.2188 -0.3323 3.4904
H -0.2366 -2.2215 1.6255
H 0.7052 -1.2724 0.8658
H 1.9239 0.2807 0.0293
H -4.2124 1.0592 2.0507
H 6.0127 1.6338 -0.1613
H -0.8149 3.4059 0.8054
H 5.4667 -2.8328 5.2758
H -4.4011 -4.6893 -2.4465
H -3.7319 2.0251 -3.1702
H -3.8188 -0.2911 -3.5347
```

Its spin multiplicity is 1. For the HOMO energy, the calculation gives -6.60 eV. The value obtained for the LUMO energy is -4.2355 eV. The value obtained for the HOMO-LUMO gap is 2.37 eV.

Version x
# C41H62BN9O

10 unconnected molecules or ions with the total composition C41H62BN9O (ωB97M-V/def2-TZVPD, OMol25).

The geometry in XYZ format:
```
114
C41H62BN9O (ωB97M-V/def2-TZVPD)
O 0.8560 0.5050 -2.0009
N -0.2353 -0.0258 -1.6408
N 0.2189 -3.3238 3.4875
N -5.6756 1.5667 -0.8321
N 0.9507 -1.6170 5.9855
N -1.8203 4.4500 1.9207
N 5.5699 2.2220 1.9829
N 0.0453 -7.0104 -3.8050
N 4.2158 -0.0769 0.3618
N 2.6285 4.1513 -4.5643
C 3.5027 3.6386 -2.4513
C 0.7491 -6.9206 -2.6663
C -2.9956 3.7000 3.9260
C -0.4010 1.7618 0.0717
C -0.8169 3.9177 2.7645
C 4.1928 -1.2571 1.0673
C 3.8455 3.9700 -3.8880
C -0.1142 -0.1174 4.5496
C 0.8896 -3.6595 2.4152
C -1.3901 -4.3519 2.1537
C -2.3005 -0.9791 -2.3950
C -5.7308 1.7483 1.5309
C 0.2488 -5.9018 -4.7246
C -0.5547 -0.4594 -4.0364
C -3.1102 4.2784 2.5161
C -6.5879 0.6518 -0.4770
C -2.3382 0.2241 -0.2114
C 2.0269 3.5611 -2.3159
C -5.0375 2.3567 0.2273
C 3.7664 -0.0507 -0.9249
C -0.7401 0.2577 -0.2332
C 3.5864 3.0933 1.2066
C 1.9849 -1.1460 5.1583
C -0.0365 -4.3895 1.4220
C -2.7287 -1.0954 -0.9105
C 3.5610 -2.2999 0.0331
C 5.1381 2.9813 0.9776
C 1.3044 -0.2608 4.0786
C -0.2746 -2.3945 -2.5260
C 1.4935 3.8233 -3.8213
C 1.1047 -5.0008 -3.8410
C -0.3350 -1.1242 5.6903
C 3.3672 -1.4728 -1.2085
C -6.5897 0.6115 1.0395
C 3.4088 2.4453 2.4465
C 4.6744 1.8747 2.9875
C 1.4681 -5.6450 -2.6027
C -0.7896 -0.9706 -2.5997
C -0.0549 -0.5394 0.6941
C -1.4718 3.4613 4.0977
C -1.1156 -3.8461 3.4882
B -3.3272 2.9766 -3.6418
H -1.7601 -3.6744 4.2051
H 0.2307 -4.5201 0.3570
H 4.4208 3.3525 -1.6742
H 3.1106 -1.2611 5.2867
H 3.8288 1.0028 -1.5149
H -1.0704 -1.3987 6.4819
H 1.1519 -0.3895 0.6709
H 2.0953 -3.3811 2.2154
H -2.6628 -0.0608 -2.7849
H -0.4377 -2.8928 -1.6453
H -2.5249 2.8196 -2.7713
H -5.2666 1.5943 -1.6506
H 4.8782 4.1320 -4.3787
H 1.7521 0.1621 3.3108
H 4.5740 0.7643 0.7556
H -5.4514 1.9232 2.6615
H -2.2797 -1.8954 -0.6437
H -0.6555 2.4004 -0.5725
H 2.4121 2.2954 3.0195
H 3.0173 3.5813 0.6040
H -2.6608 -1.7117 -2.9884
H 5.8545 3.3852 0.2258
H 0.6620 3.6523 -4.2326
H 5.2151 1.2325 3.7328
H 0.7415 -7.5625 -2.0140
H 0.6231 -2.7541 4.2914
H 6.6199 1.7893 2.1168
H -2.7556 0.1688 0.7183
H -0.7094 0.5558 4.0512
H -0.3830 -0.4499 1.7212
H -1.1324 -0.9437 -4.7933
H -0.8294 0.5372 -3.9001
H 3.4762 -3.3657 0.0609
H -0.8158 1.9427 1.1961
H -0.6365 -3.1093 -3.2274
H -4.4577 2.9855 -3.1348
H -1.7517 5.1846 1.2019
H -0.8476 3.0552 4.9776
H -0.3248 -1.5253 0.3037
H 0.5310 -0.7175 -4.0720
H 4.5259 -1.2696 2.0867
H 0.7408 1.7013 0.1850
H 2.6510 4.1379 -5.6736
H -3.8775 3.6970 4.6442
H -3.8317 4.6004 2.0662
H 1.2110 -2.2973 6.7173
H 2.9210 -1.7941 -2.1534
H -2.7245 0.9907 -0.8151
H 1.3804 3.2144 -1.6457
H 0.8701 -2.4439 -2.5107
H -4.1852 2.8779 0.1225
H -0.3646 -5.9271 -5.6109
H -6.9796 0.0816 -1.3129
H 0.2727 4.1552 2.3837
H 1.6863 -4.0141 -4.0341
H -7.3986 -0.0268 1.4929
H -3.1005 3.9119 -4.3364
H -0.4096 -7.7278 -4.2202
H -3.5102 1.8873 -4.4728
H 2.2645 -5.0973 -2.0505
H -2.4218 -4.7260 1.8350
H -3.7267 -1.1275 -0.8270
```

Its spin multiplicity is 1. For the HOMO energy, the calculation gives -7.13 eV. The value obtained for the LUMO energy is -3.0314 eV. The value obtained for the HOMO-LUMO gap is 4.10 eV.

Which structure loses on stability? version w does.

Version w
# C4H10BN

2 unconnected molecules or ions with the total composition C4H10BN (ωB97M-V/def2-TZVPD, OMol25).

The geometry in XYZ format:
```
16
C4H10BN (ωB97M-V/def2-TZVPD)
N -0.9872 -0.2668 -0.6908
C 0.6745 1.0486 0.0370
C -0.4113 0.0853 0.5454
C 0.1691 -1.0351 1.4725
C 0.6944 1.0209 -1.5032
B -0.4499 -0.0891 -1.8820
H 1.5806 0.6907 -2.1335
H 0.8827 -1.7120 1.1142
H 0.5193 -0.7098 2.4573
H -0.8655 -0.3186 -2.9314
H -0.5925 -1.7014 1.8091
H -2.3988 -2.4239 -0.3564
H -1.2378 0.6944 1.1000
H 0.4965 1.9976 -1.8868
H 0.2745 2.0637 0.3969
H 1.6954 1.2184 0.6425
```

Its spin multiplicity is 1. For the HOMO energy (spin up / spin down), the calculation gives -9.55 / -9.65 eV. The value obtained for the LUMO energy (spin up / spin down) is -0.0587 / -1.0582 eV. The value obtained for the HOMO-LUMO gap (spin up / spin down) is 9.50 / 8.60 eV.

Version x
# C4H10BN

A single C4H10BN molecule (ωB97M-V/def2-TZVPD, OMol25).

The geometry in XYZ format:
```
16
C4H10BN (ωB97M-V/def2-TZVPD)
N -0.9198 -0.0199 -0.0446
C -0.0859 -1.1280 -0.2552
C 0.0132 1.2066 0.0702
C 1.4453 0.6960 -0.2434
C 1.3025 -0.7424 0.2889
B -2.2475 -0.0474 0.1706
H 2.1992 1.3090 0.3969
H -0.5477 -2.0709 0.3149
H 1.3374 -0.6374 1.3988
H -2.5587 -1.1916 -0.0994
H -0.3366 2.0557 -0.5696
H -3.1511 0.8569 0.1682
H 1.3566 0.8282 -1.3060
H -0.0573 1.6566 1.0765
H 0.0547 -1.4787 -1.2793
H 2.1957 -1.2926 -0.0877
```

Its spin multiplicity is 1. For the HOMO energy, the calculation gives -9.67 eV. The value obtained for the LUMO energy is 0.8650 eV. Its SMILES is BN1CCCC1. The value obtained for the HOMO-LUMO gap is 10.53 eV.

Which structure loses on stability? version w does.

Version w
# C27H63N9O9

A molecular structure, C27H63N9O9 (ωB97M-V/def2-TZVPD, OMol25).

The geometry in XYZ format:
```
108
C27H63N9O9 (ωB97M-V/def2-TZVPD)
O 10.4582 8.6962 -13.2779
O 7.8810 16.2102 -15.7454
O 8.9929 13.5113 -11.1372
O 6.2796 12.5379 -14.2193
O 15.4761 9.2734 -10.1883
O 11.8703 12.6724 -14.4183
O 15.4572 9.6912 -18.4306
O 14.9553 11.6768 -10.5896
O 15.1336 13.7359 -16.5279
N 9.9635 15.7885 -15.0786
N 13.3428 12.6118 -9.3254
N 8.7800 9.5699 -12.2193
N 17.0330 9.9513 -11.5933
N 10.2591 15.1755 -12.0428
N 11.5997 10.7180 -13.4156
N 12.9040 13.1459 -15.9705
N 6.8177 14.4199 -15.3313
N 15.0366 8.0641 -16.9058
C 14.3155 13.6507 -14.2083
C 9.1620 14.6836 -11.4613
C 14.6463 10.4847 -16.2718
C 6.7605 13.6379 -14.2288
C 13.7090 11.9475 -8.0174
C 9.4992 9.8416 -10.9924
C 12.9308 10.1791 -13.6895
C 15.1097 9.4201 -17.2945
C 7.4833 14.2061 -13.0872
C 10.2293 14.6018 -15.9134
C 8.7698 16.4164 -14.9346
C 15.7832 9.6363 -11.2937
C 11.3538 14.3998 -12.5093
C 15.0729 6.8920 -17.7802
C 14.1713 13.5100 -15.7305
C 11.1644 11.8890 -13.7674
C 13.4754 12.9908 -11.6824
C 13.9757 12.3996 -10.4572
C 6.1118 14.0585 -16.5622
C 8.1965 15.7239 -11.0605
C 9.2800 8.9723 -13.2411
C 12.4984 12.7565 -17.3625
C 9.8189 12.3332 -13.2176
C 17.4455 10.3861 -12.9395
C 8.7152 17.3275 -13.7447
C 14.6077 9.7732 -12.3037
C 8.3649 8.5766 -14.4479
H 12.7453 9.1124 -13.8159
H 13.2684 10.4644 -14.6858
H 12.5259 13.2057 -9.3125
H 9.5261 13.2066 -13.8004
H 7.2432 15.3909 -11.4706
H 10.3538 9.1700 -10.9106
H 7.2799 15.2767 -13.0631
H 13.8435 9.1854 -11.7952
H 10.8918 10.0218 -13.2308
H 10.3234 16.1724 -12.1915
H 14.7097 9.3592 -13.3068
H 14.5601 12.6832 -13.7697
H 11.5540 13.5108 -11.9114
H 13.5772 12.6465 -7.1914
H 8.8720 7.9822 -15.2080
H 14.1111 10.2347 -15.3557
H 8.2655 15.7919 -9.9748
H 7.0739 13.7745 -12.1739
H 5.2939 14.7757 -16.6316
H 11.4333 12.9371 -17.5076
H 13.6854 10.4411 -12.9479
H 11.2584 14.2011 -13.5768
H 12.4548 13.3438 -11.5345
H 14.2819 6.2586 -17.3786
H 12.3163 12.7426 -15.2549
H 13.0584 11.1395 -7.6827
H 15.4944 11.0989 -15.9692
H 9.0167 11.6094 -13.3614
H 6.8322 14.2794 -17.3498
H 7.4105 15.2376 -15.3285
H 16.0272 6.3711 -17.7020
H 10.7346 16.1241 -14.5192
H 17.2140 11.4079 -13.2401
H 14.4183 10.8368 -12.4489
H 14.8434 7.9871 -15.9175
H 17.6450 9.9532 -10.7898
H 15.0501 14.3301 -13.7761
H 9.8532 10.8666 -10.8827
H 13.3534 14.0353 -13.8697
H 10.7794 14.8329 -16.8256
H 16.8709 9.6685 -13.5252
H 7.8277 9.9054 -12.2451
H 9.6446 17.3698 -13.1768
H 8.4283 18.3116 -14.1152
H 8.2118 16.7227 -11.4968
H 5.7795 13.0226 -16.6294
H 18.5181 10.2761 -13.0998
H 13.9554 11.0392 -16.9069
H 13.0316 13.3306 -18.1202
H 8.0775 9.5757 -14.7753
H 12.7170 11.7257 -17.6414
H 10.8089 13.8202 -15.4222
H 14.7391 11.5922 -8.0442
H 9.9455 12.5894 -12.1657
H 8.5486 13.9976 -12.9883
H 8.0169 16.9917 -12.9780
H 9.2482 14.1846 -16.1405
H 7.5130 7.9749 -14.1310
H 14.1313 13.8440 -11.8551
H 13.6501 12.3223 -12.5255
H 8.7875 9.5886 -10.2066
H 14.7753 7.0706 -18.8135
H 12.2855 14.9288 -12.3088
```

Its spin multiplicity is 1. For the HOMO energy, the calculation gives -8.32 eV. The value obtained for the LUMO energy is -0.1445 eV. The value obtained for the HOMO-LUMO gap is 8.18 eV.

Version x
# C27H63N9O9

9 unconnected molecules or ions with the total composition C27H63N9O9 (ωB97M-V/def2-TZVPD, OMol25).

The geometry in XYZ format:
```
108
C27H63N9O9 (ωB97M-V/def2-TZVPD)
O 1.4019 0.1752 7.9057
O 4.0979 4.3732 3.6461
O -6.3017 -3.3925 1.2852
O -2.2495 -1.8540 3.1474
O -2.6281 3.3709 -2.7566
O 1.6383 0.1537 1.3931
O 6.0105 1.2824 -5.2665
O 1.7993 -1.6862 -4.2496
O -2.6108 -0.9738 -2.9305
N -5.1710 -1.7241 0.2334
N 0.0054 -0.6119 0.0406
N 3.7654 -2.8688 -3.8972
N 1.1224 0.3522 5.6188
N 5.0602 0.8403 -3.2612
N -1.8528 3.0465 -0.6606
N -1.8167 0.0188 -4.8764
N 2.0570 4.6274 2.5583
N -3.2960 -3.4732 4.3622
C 3.0177 4.9645 3.4707
C -6.0029 -2.2005 1.1597
C 6.1303 1.0337 -4.0510
C -2.0529 2.4285 0.6746
C 2.4860 -2.4948 -3.5825
C 0.7759 5.3398 2.5572
C -2.8411 3.0618 -1.5929
C 1.5374 0.7798 6.8687
C 5.1289 0.7121 -1.8011
C -4.3582 -4.5005 4.4520
C 4.5482 -3.6993 -2.9711
C -4.7581 -0.3266 0.2155
C 2.2680 3.4386 1.6879
C -0.6567 0.1516 -5.7713
C 4.4259 -2.2346 -5.0450
C -2.3662 -3.3708 5.5294
C 3.6855 1.0173 -3.7951
C 0.5286 -0.3093 1.2776
C -3.1297 -2.6916 3.2904
C 0.7596 -0.3936 -1.1878
C -1.8038 -0.8544 -3.8618
C -2.9226 0.9550 -4.9708
C 1.4917 1.0887 4.4435
C -4.5745 -2.6201 -0.7520
C 0.3472 -0.8964 5.3991
C -1.3136 -1.2331 -0.0997
C -0.4458 3.3961 -1.0235
H -2.9331 -3.2620 6.4504
H -0.9445 -1.5256 -3.9812
H 4.6552 -0.2230 -1.4768
H -3.1238 2.2746 0.8169
H 0.1459 -1.3735 6.3562
H 2.1407 3.7028 0.6271
H -5.1063 -4.3981 5.2610
H -1.0511 0.0552 -6.7965
H -0.0510 -0.6483 2.1564
H 0.5566 1.3815 3.9311
H -0.1508 1.1186 -5.6682
H 4.7687 -4.7072 -3.3846
H -1.7643 3.0273 1.5504
H 5.3259 -1.7615 -4.6657
H -0.4817 3.5386 -2.1023
H 2.1051 1.9585 4.6980
H 1.5531 2.6281 1.8863
H -3.3828 0.8870 -5.9719
H -1.5317 1.4636 0.8134
H -3.8176 -0.2579 0.7570
H 0.9978 -1.5460 4.8204
H 2.0538 0.4352 3.7622
H -2.1038 -0.5443 -0.3771
H 3.1959 1.9091 -3.3911
H -0.6113 -0.7718 4.9092
H 3.9602 -3.8152 -2.0477
H 0.7248 0.6134 -1.6175
H -3.8653 -2.8485 2.4725
H 0.4123 5.5546 1.5630
H 4.6003 -2.9737 -5.8255
H -3.8384 -5.4095 4.7511
H -4.8868 -4.5875 3.5103
H -1.3190 -2.1060 -0.7369
H 0.2060 2.5565 -0.6870
H -1.6495 -2.5762 5.4247
H 2.7917 5.8701 4.0352
H -1.8060 -4.3116 5.5672
H -3.8192 2.6748 -1.2335
H -3.5297 -2.9277 -0.5545
H 1.8109 -0.6086 -1.0200
H 0.8093 6.2834 3.0664
H 5.4938 -3.2438 -2.6981
H -5.4732 0.3034 0.7591
H -4.4965 -1.9985 -1.6483
H -6.2914 -1.5239 1.9912
H 3.7667 1.0741 -4.8785
H 6.1679 0.5241 -1.4646
H 2.1449 -2.9121 -2.6170
H -2.5515 1.9848 -4.8087
H -0.1240 4.3521 -0.5698
H 0.4020 -1.0803 -1.9392
H 7.1193 0.8813 -3.5616
H -4.5532 -0.0208 -0.8033
H -3.5426 0.7114 -4.1217
H 4.6321 1.5689 -1.3069
H 3.7279 -1.5247 -5.4569
H -5.1306 -3.5470 -0.7523
H 0.0394 -0.6780 -5.6588
H -0.0645 4.7640 2.9867
H 3.2811 3.0000 1.8788
H 3.0979 0.1793 -3.5006
H 2.0802 1.7547 6.8137
H -1.7087 -1.5165 0.8955
```

Its spin multiplicity is 1. For the HOMO energy, the calculation gives -8.95 eV. The value obtained for the LUMO energy is 0.3388 eV. Its SMILES is CN(C)C=O.CN(C)C=O.CN(C)C=O.CN(C)C=O.CN(C)C=O.CN(C)C=O.CN(C)C=O.CN(C)C=O.CN(C)C=O. The value obtained for the HOMO-LUMO gap is 9.29 eV.

Which structure loses on stability? version w does.